(1)
ORCA calculation (ωB97M-V/def2-TZVPD) on a 3-piece molecular cluster, C6H20N2O2 overall.

Each line ends with the Löwdin charge.
CARTESIAN COORDINATES (ANGSTROEM)
C (-2.110, 2.640, -0.261)  -0.1001
C (-1.647, 1.252, 0.193)  -0.2362
N (-0.341, 1.200, 0.919)  -0.1800
C (0.517, 2.403, 0.762)  -0.0907
C (0.400, -0.034, 0.561)  -0.3753
C (-0.424, -1.227, 1.039)  -0.0657
C (0.735, -0.191, -0.935)  -0.2193
N (2.202, -0.259, -1.132)  -0.0116
H (-3.201, 2.716, -0.244)  0.0717
H (-1.884, 2.913, -1.294)  0.0710
H (-1.743, 3.381, 0.446)  0.0647
H (-2.349, 1.027, 1.001)  0.1123
H (-1.704, 0.544, -0.627)  0.1031
H (0.384, 2.912, -0.181)  0.0708
H (0.248, 3.029, 1.612)  0.0811
H (1.563, 2.140, 0.917)  0.0763
H (1.331, 0.020, 1.127)  0.1336
H (-0.820, -1.143, 2.052)  0.0922
H (0.247, -2.045, 1.099)  0.0461
H (-1.230, -1.516, 0.369)  0.0672
H (0.286, 0.617, -1.517)  0.1109
H (0.384, -1.154, -1.309)  0.1075
H (2.499, -0.140, -2.096)  0.0770
H (2.620, 0.575, -0.724)  0.0663
O (2.276, -3.007, -0.054)  -0.0696
H (2.110, -2.056, -0.027)  -0.0209
H (2.976, -3.154, -0.690)  0.0324
O (-1.421, -3.894, -0.564)  -0.0560
H (-0.495, -3.832, -0.817)  0.0233
H (-1.413, -3.718, 0.375)  0.0180

Its energy above the lowest of the compared OMol25 structures with the same formula, charge and spin is 36.4 kcal per mole. The calculation puts the HOMO energy at -8.44 eV. Its SMILES is CCN(C)[C@@H](C)CN.O.O. The calculated total energy is -13620.601 eV. As for the HOMO-LUMO gap: 9.175 eV.



(2)
ORCA calculation (ωB97M-V/def2-TZVPD) on C42H46FN6NaO12S2 as an isolated structure.

Each line ends with the Löwdin charge.
CARTESIAN COORDINATES (ANGSTROEM)
Na (1.100, -0.350, -0.447)  0.2812
O (0.325, -0.186, 1.746)  -0.5133
S (0.398, -0.527, 3.188)  1.0035
C (0.454, 1.085, 4.101)  -0.2866
C (0.526, 2.299, 3.173)  -0.2182
C (1.815, 3.105, 3.321)  -0.2174
C (3.033, 2.562, 2.583)  -0.2948
S (3.056, 2.668, 0.756)  1.0154
O (1.991, 1.771, 0.236)  -0.4917
C (2.421, 4.341, 0.630)  -0.3896
C (3.266, 5.413, 0.899)  -0.1049
C (2.756, 6.700, 0.858)  -0.1025
C (1.416, 6.906, 0.540)  -0.0876
C (0.590, 5.833, 0.249)  -0.0378
C (1.095, 4.536, 0.289)  -0.0504
C (2.094, -1.037, 3.513)  -0.3807
C (2.985, -1.103, 2.458)  -0.0632
C (4.294, -1.509, 2.699)  -0.0413
C (4.693, -1.846, 3.983)  -0.0894
C (3.781, -1.795, 5.035)  -0.1032
C (2.474, -1.398, 4.801)  -0.1131
H (1.306, 1.038, 4.779)  0.0752
H (-0.456, 1.096, 4.702)  0.0769
H (-0.320, 2.953, 3.389)  0.1021
H (0.406, 1.976, 2.138)  0.0771
H (2.075, 3.188, 4.383)  0.1106
H (1.630, 4.125, 2.980)  0.1018
H (3.211, 1.499, 2.773)  0.0771
H (3.935, 3.102, 2.888)  0.0868
H (4.310, 5.239, 1.135)  0.1046
H (3.402, 7.544, 1.068)  0.0925
H (1.019, 7.914, 0.514)  0.0960
H (-0.455, 5.976, 0.001)  0.1029
H (0.458, 3.696, 0.043)  0.0842
H (2.712, -0.878, 1.435)  0.0798
H (4.971, -1.549, 1.854)  0.1131
H (5.712, -2.162, 4.170)  0.0951
H (4.087, -2.073, 6.036)  0.0928
H (1.757, -1.368, 5.615)  0.1046
O (4.886, -0.094, -0.778)  -0.0223
C (3.917, -0.738, -1.206)  -0.6424
O (3.129, -1.454, -0.521)  -0.0706
C (3.689, -0.752, -2.724)  -0.0291
C (4.816, -0.835, -3.487)  0.0431
C (4.764, -0.960, -4.890)  -0.1735
C (3.545, -1.001, -5.536)  0.0508
C (2.391, -0.918, -4.791)  -0.0681
C (2.362, -0.718, -3.346)  -0.2899
O (1.304, -0.471, -2.740)  -0.0040
N (1.152, -1.049, -5.539)  -0.3520
O (1.138, -0.668, -6.709)  0.0190
O (0.179, -1.545, -4.999)  0.0584
N (5.966, -1.081, -5.654)  -0.3811
O (5.889, -1.186, -6.878)  0.0044
O (7.044, -1.062, -5.066)  0.0183
H (5.774, -0.800, -2.988)  0.1206
H (3.487, -1.113, -6.607)  0.1204
C (1.410, -4.556, 0.249)  -0.0288
N (0.334, -4.642, -0.728)  -0.1268
C (0.371, -5.772, -1.632)  -0.0703
C (-0.345, -3.482, -1.018)  -0.4731
O (-0.043, -2.421, -0.505)  0.0676
N (-1.375, -3.585, -1.952)  -0.1469
C (-1.808, -2.315, -2.522)  -0.0344
C (-2.469, -4.491, -1.661)  -0.0661
H (2.284, -5.085, -0.135)  0.0847
H (1.120, -5.008, 1.202)  0.0841
H (1.687, -3.516, 0.400)  0.0742
H (1.400, -5.951, -1.958)  0.0846
H (-0.229, -5.565, -2.513)  0.0816
H (0.001, -6.687, -1.156)  0.0810
H (-0.944, -1.691, -2.741)  0.0729
H (-2.484, -1.779, -1.845)  0.0744
H (-2.325, -2.519, -3.461)  0.0905
H (-2.128, -5.346, -1.081)  0.0769
H (-2.918, -4.856, -2.589)  0.0866
H (-3.254, -3.982, -1.084)  0.0791
F (-3.891, 6.164, 2.657)  -0.0416
C (-3.355, 5.437, 1.604)  -0.3304
C (-2.642, 4.280, 1.855)  -0.0685
C (-2.121, 3.545, 0.806)  -0.1032
C (-2.264, 3.942, -0.573)  -0.4112
C (-1.685, 3.236, -1.614)  -0.0864
C (-3.060, 5.129, -0.756)  -0.0978
C (-3.578, 5.852, 0.300)  -0.0865
H (-2.502, 3.950, 2.879)  0.0953
H (-1.567, 2.638, 1.026)  0.0884
H (-1.004, 2.420, -1.398)  0.0269
H (-1.753, 3.579, -2.639)  0.0134
H (-3.238, 5.480, -1.767)  0.0885
H (-4.161, 6.749, 0.118)  0.0955
O (-6.222, -5.710, 0.561)  -0.0479
C (-7.130, -4.633, 0.607)  -0.2685
N (-6.565, -3.378, 0.175)  0.0799
C (-5.529, -2.860, 0.916)  -0.4404
O (-5.174, -3.420, 1.944)  0.0531
C (-4.890, -1.623, 0.404)  -0.1427
C (-5.472, -0.794, -0.553)  -0.0356
C (-4.781, 0.320, -0.974)  -0.0403
C (-3.527, 0.583, -0.426)  -0.0991
N (-2.956, -0.204, 0.488)  0.1121
C (-3.632, -1.273, 0.890)  -0.0804
H (-5.530, -5.486, 1.200)  0.0744
H (-7.503, -4.492, 1.623)  0.1224
H (-7.958, -4.884, -0.052)  0.1215
H (-6.590, -3.162, -0.807)  0.1266
H (-6.462, -0.997, -0.948)  0.1051
H (-5.186, 0.995, -1.716)  0.1072
H (-2.964, 1.447, -0.772)  0.0660
H (-3.148, -1.918, 1.616)  0.1231

Its energy above the lowest of the compared OMol25 structures with the same formula, charge and spin is 22.3 kcal per mole. The calculation puts the HOMO energy at -0.59 eV. As for the charge: -2. The calculated total energy is -106613.096 eV. As for the HOMO-LUMO gap: 3.968 eV.



What is the calculated total energy in the first record?
-13620.601 eV



Among the records above, which one has the highest calculated total energy?
C6H20N2O2



Which value of calculated total energy does entry 1 give?
-13620.601 eV



The highest calculated total energy belongs to which entry?
C6H20N2O2